1.
48
Properties=species:S:1:pos:R:3:forces:R:3:lowdin_charge:R:1 method="wB97M-V/def2-TZVPD" total_energy_ha=-1895.32979
C -4.7379 -1.4796 0.4863 8.150 -4.332 3.640 0.045
C -3.6343 -2.2293 0.9930 -6.179 6.074 -3.863 -0.080
C -2.0910 -2.7737 1.3370 -1.202 -0.579 0.530 -0.199
C -1.5230 -3.8331 0.2164 0.616 -0.045 0.079 -0.198
C -0.6292 -3.1258 -0.9863 -1.579 -0.608 -0.905 -0.128
C -1.6245 -2.0604 -1.7457 -0.520 5.003 0.038 -0.015
C -1.7010 -0.5644 -1.4993 0.398 -3.975 -1.139 -0.011
C -0.7264 0.2195 -0.4325 -1.311 -0.473 0.083 -0.113
C -0.5407 1.8217 -0.7058 0.139 -0.225 0.601 -0.060
C 0.3632 2.2191 -2.0113 -1.780 1.338 -1.551 -0.179
F -0.2549 3.4834 -2.5640 2.097 -3.609 1.468 -0.007
F 0.3205 1.2430 -3.1297 0.330 2.595 3.340 0.019
C 1.9261 2.5951 -1.6964 -0.062 3.284 -0.083 -0.096
F 2.5323 3.2672 -2.9027 -1.692 -2.757 4.096 0.036
F 1.9110 3.6728 -0.6370 0.086 -3.482 -3.121 0.013
C 2.8374 1.3784 -1.0897 2.700 1.072 1.908 -0.059
F 2.3772 0.9146 0.2729 1.147 1.320 -4.866 0.020
F 4.2005 1.9782 -0.8294 -4.413 -1.975 -0.942 0.027
C 3.0988 0.1210 -2.1104 1.688 -3.495 -1.795 -0.137
F 4.3886 -0.5462 -1.6911 -4.555 2.346 -1.413 0.027
F 2.0673 -0.9469 -2.0644 3.305 3.901 0.031 0.036
F 3.2673 0.4951 -3.5356 -0.740 -1.011 5.350 0.065
C -2.8505 0.0689 -2.4833 -0.137 3.551 0.969 -0.175
O -3.2261 1.3458 -2.5982 2.192 -8.962 0.400 0.026
O -3.4295 -1.0929 -3.1962 1.457 -0.278 0.701 0.022
C -2.7355 -2.3598 -2.9145 1.445 -4.595 -0.463 -0.173
O -2.8700 -3.5782 -3.4827 0.159 8.834 3.419 0.010
H -5.5397 -0.6537 0.1811 2.035 -2.588 0.940 0.065
H -2.1553 -3.3549 2.3757 -0.055 1.322 -2.322 0.117
H -1.3392 -1.8808 1.5272 -1.841 -1.670 -0.633 0.105
H -0.8099 -4.5925 0.7853 -1.520 1.566 -1.232 0.122
H -2.3989 -4.4411 -0.2794 1.731 1.304 1.074 0.130
H 0.3827 -2.6656 -0.6202 -2.194 -0.551 -0.632 0.110
H -0.3657 -3.9866 -1.7576 -0.583 1.898 1.537 0.133
H -1.2670 0.1247 0.6280 1.122 0.374 -2.308 0.133
H 0.2649 -0.3944 -0.3358 -1.837 1.365 -0.384 0.098
H -0.0398 2.2865 0.2680 -0.866 -0.961 -2.280 0.132
H -1.6000 2.3241 -0.7904 2.244 -1.022 -0.273 0.146
C 1.9642 2.5587 2.9404 -0.350 0.116 -0.210 -0.027
C 1.2073 1.6426 3.8643 -1.565 -0.121 -0.090 -0.491
O -0.0149 1.5270 3.7890 1.497 0.090 0.000 0.044
C 2.0037 0.8733 4.8842 -0.399 -0.238 0.213 -0.026
H 1.2608 3.0480 2.2583 0.149 -0.083 0.161 0.073
H 2.4808 3.3275 3.5206 0.146 -0.132 -0.087 0.092
H 2.6803 1.9819 2.3497 0.117 0.178 0.211 0.070
H 2.5222 1.5668 5.5509 0.163 -0.099 -0.139 0.088
H 2.7216 0.2213 4.3802 0.133 0.176 0.092 0.086
H 1.3263 0.2534 5.4811 0.133 0.158 -0.149 0.085

---

2.
45
Properties=species:S:1:pos:R:3:forces:R:3:lowdin_charge:R:1 method="wB97M-V/def2-TZVPD" total_energy_ha=-1673.23203
O 1.7376 -0.7964 0.6201 0.180 0.080 0.090 0.074
C 1.4971 0.3127 0.1899 0.001 -0.159 0.087 -0.431
N 1.7662 0.6791 -1.0991 0.105 0.209 -0.278 0.149
C 2.4487 -0.1519 -2.0079 0.411 -0.005 -0.013 -0.243
C 3.7964 -0.1981 -2.3011 -0.303 0.020 0.087 0.001
C 3.9024 -1.1711 -3.2996 -0.050 0.236 0.204 -0.148
N 2.7197 -1.6718 -3.5939 -0.058 -0.619 -0.535 0.083
N 1.8369 -1.0570 -2.8171 0.335 0.306 0.096 -0.068
C 0.4393 -1.4203 -2.9151 -0.515 -0.066 0.124 -0.230
C 0.0156 -2.2069 -1.6630 -0.220 0.020 -0.131 -0.088
H 0.4173 -1.7373 -0.7676 -0.015 -0.063 -0.047 0.078
H 0.4371 -3.2110 -1.7166 0.086 -0.024 0.021 0.129
C -1.5042 -2.2916 -1.5214 0.339 -0.522 0.198 -0.147
N -2.0819 -0.9758 -1.6565 -0.230 0.050 -0.077 -0.037
C -2.2459 -0.0664 -0.6676 -0.175 -0.102 -0.513 -0.404
O -2.5518 1.0953 -0.9063 -0.003 0.174 0.201 0.057
C -2.0448 -0.4614 0.7454 0.409 -0.408 0.840 -0.282
N -1.3307 -1.4900 1.1713 0.177 -0.232 -0.427 -0.234
S -1.2009 -1.4328 2.7768 -0.442 0.481 -0.528 1.027
N -2.0803 -0.0851 2.9900 -0.161 0.242 0.622 -0.255
C -2.4759 0.3541 1.8218 0.096 -0.180 0.249 -0.193
H -3.0692 1.2442 1.7357 -0.090 0.193 -0.041 0.121
C -1.8988 -0.4548 -2.9966 0.064 0.485 -0.206 -0.128
C -0.4095 -0.1679 -3.1824 -0.154 -0.149 -0.062 -0.093
H -0.2115 0.1976 -4.1912 0.062 0.027 -0.006 0.126
H -0.1392 0.6151 -2.4738 -0.062 0.004 -0.094 0.097
H -2.2566 -1.1932 -3.7171 -0.042 -0.005 0.047 0.130
H -2.4785 0.4641 -3.0965 0.059 -0.188 -0.088 0.124
H -1.9310 -2.9178 -2.3115 -0.048 0.031 0.073 0.128
H -1.7575 -2.7173 -0.5523 -0.008 -0.066 -0.306 0.103
H 0.3820 -2.0812 -3.7875 0.053 0.143 0.130 0.151
H 4.7804 -1.5177 -3.8062 0.157 -0.103 -0.137 0.097
H 4.5767 0.3814 -1.8528 0.120 0.141 0.148 0.099
H 1.7400 1.6641 -1.3234 -0.049 -0.133 0.077 0.149
C 0.8274 1.3529 1.0218 -0.206 0.199 0.311 -0.134
C 0.9889 1.2514 2.4010 -0.013 0.066 0.088 0.036
C 0.3395 2.1516 3.2209 0.051 0.008 -0.197 -0.275
C -0.4826 3.1418 2.7115 0.088 -0.092 0.106 -0.001
C -0.6492 3.2243 1.3401 0.050 0.043 0.042 -0.063
C 0.0034 2.3434 0.4950 0.160 -0.073 -0.080 -0.045
H -0.1793 2.4110 -0.5664 -0.037 -0.039 -0.104 0.105
H -1.3021 3.9747 0.9228 -0.079 0.069 -0.027 0.114
H -0.9846 3.8189 3.3839 -0.047 0.064 0.091 0.122
F 0.5087 2.0611 4.5529 -0.034 -0.005 -0.097 0.069
H 1.6117 0.4728 2.8137 0.037 -0.062 0.061 0.131

---

3.
41
Properties=species:S:1:pos:R:3:forces:R:3:lowdin_charge:R:1 method="wB97M-V/def2-TZVPD" e_above_lowest_kcal_mol=10.2 total_energy_ha=-1507.56582 spin_multiplicity=2
Hg -2.9211 -2.1268 -1.5963 -0.498 -0.768 -0.555 0.795
C -0.3626 0.5586 -3.6353 -0.131 -0.601 1.100 0.001
C -0.5833 -0.9571 -3.6631 -1.778 1.646 -0.934 -0.566
O -1.7114 -1.3686 -3.9810 0.956 -0.232 0.341 -0.106
N 0.4467 -1.7585 -3.3960 0.267 0.591 -0.185 0.061
C 0.2825 -3.1591 -3.4635 0.586 -0.659 0.617 -0.139
C 0.1692 -3.7985 -2.1086 -0.942 1.149 1.049 -0.303
C 0.1039 -3.1134 -0.8434 0.115 0.235 -1.317 -0.067
C -0.1976 -3.8931 0.2420 0.330 -1.454 -0.038 -0.095
C -0.2410 -5.3096 0.1537 0.042 0.757 -0.617 -0.055
C -0.0683 -5.8424 -1.1145 -0.383 -0.396 -0.586 -0.127
N -0.0401 -5.0790 -2.2280 1.106 -1.287 0.845 0.093
H -1.3163 1.0026 -3.2825 0.733 -0.242 -0.056 0.083
H -0.1849 0.9361 -4.6395 0.273 -0.083 -0.016 0.080
H 0.4667 0.7797 -2.9289 -0.478 0.291 -0.588 0.085
H 1.3011 -1.3675 -3.0602 0.305 0.235 0.028 0.145
H 1.1415 -3.6618 -3.9531 -0.695 0.378 -0.166 0.142
H -0.6782 -3.3247 -3.9439 0.238 -0.289 -0.455 0.122
H 0.2022 -2.0066 -0.7297 -0.055 -1.137 -0.302 0.103
H -0.3175 -3.4615 1.2006 -0.190 0.537 0.797 0.091
H -0.4401 -5.9147 1.0350 0.240 0.059 -0.248 0.101
H 0.0501 -6.9101 -1.3758 -0.469 0.501 0.738 0.113
C 2.6292 5.7430 4.4868 -1.662 -0.063 -1.569 -0.055
C 1.6975 4.9044 3.4147 3.455 1.037 -1.646 -0.684
O 2.1344 4.6035 2.2763 -1.319 0.836 3.885 -0.026
S 0.0780 4.5875 3.9807 0.217 -0.921 0.083 1.005
C -0.2046 3.2333 2.8730 -0.791 -1.751 -1.122 -0.530
C -0.5601 3.5589 1.5430 -0.604 -0.161 -0.812 -0.079
C -1.1421 2.5588 0.7046 1.893 -0.036 3.392 -0.014
C -1.1620 1.1983 1.1332 0.112 2.956 -0.787 -0.260
C -0.5847 0.8656 2.3713 -0.514 -0.975 -0.267 -0.044
C -0.1625 1.8312 3.2808 -0.497 2.426 -0.543 -0.057
C -1.7738 0.3926 0.1313 -0.612 -3.935 -1.700 -0.170
C -2.1619 -0.4377 -0.7226 1.270 3.156 2.838 -0.279
H 3.6410 5.6366 4.1390 0.422 -0.233 0.008 0.055
H 2.5084 5.4708 5.5457 -0.106 -0.175 -0.570 0.063
H 2.3823 6.8251 4.3729 -0.036 -0.746 0.072 0.078
H -0.4072 4.6058 1.1161 -0.467 -1.508 0.965 0.132
H -1.5534 2.7778 -0.2245 -0.477 0.560 -1.484 0.086
H -0.5732 -0.2149 2.5639 0.148 0.543 0.466 0.114
H 0.1132 1.6353 4.3256 -0.008 -0.241 -0.662 0.107

---

What did the third record say?
41
Properties=species:S:1:pos:R:3:forces:R:3:lowdin_charge:R:1 method="wB97M-V/def2-TZVPD" e_above_lowest_kcal_mol=10.2 total_energy_ha=-1507.56582 spin_multiplicity=2
Hg -2.9211 -2.1268 -1.5963 -0.498 -0.768 -0.555 0.795
C -0.3626 0.5586 -3.6353 -0.131 -0.601 1.100 0.001
C -0.5833 -0.9571 -3.6631 -1.778 1.646 -0.934 -0.566
O -1.7114 -1.3686 -3.9810 0.956 -0.232 0.341 -0.106
N 0.4467 -1.7585 -3.3960 0.267 0.591 -0.185 0.061
C 0.2825 -3.1591 -3.4635 0.586 -0.659 0.617 -0.139
C 0.1692 -3.7985 -2.1086 -0.942 1.149 1.049 -0.303
C 0.1039 -3.1134 -0.8434 0.115 0.235 -1.317 -0.067
C -0.1976 -3.8931 0.2420 0.330 -1.454 -0.038 -0.095
C -0.2410 -5.3096 0.1537 0.042 0.757 -0.617 -0.055
C -0.0683 -5.8424 -1.1145 -0.383 -0.396 -0.586 -0.127
N -0.0401 -5.0790 -2.2280 1.106 -1.287 0.845 0.093
H -1.3163 1.0026 -3.2825 0.733 -0.242 -0.056 0.083
H -0.1849 0.9361 -4.6395 0.273 -0.083 -0.016 0.080
H 0.4667 0.7797 -2.9289 -0.478 0.291 -0.588 0.085
H 1.3011 -1.3675 -3.0602 0.305 0.235 0.028 0.145
H 1.1415 -3.6618 -3.9531 -0.695 0.378 -0.166 0.142
H -0.6782 -3.3247 -3.9439 0.238 -0.289 -0.455 0.122
H 0.2022 -2.0066 -0.7297 -0.055 -1.137 -0.302 0.103
H -0.3175 -3.4615 1.2006 -0.190 0.537 0.797 0.091
H -0.4401 -5.9147 1.0350 0.240 0.059 -0.248 0.101
H 0.0501 -6.9101 -1.3758 -0.469 0.501 0.738 0.113
C 2.6292 5.7430 4.4868 -1.662 -0.063 -1.569 -0.055
C 1.6975 4.9044 3.4147 3.455 1.037 -1.646 -0.684
O 2.1344 4.6035 2.2763 -1.319 0.836 3.885 -0.026
S 0.0780 4.5875 3.9807 0.217 -0.921 0.083 1.005
C -0.2046 3.2333 2.8730 -0.791 -1.751 -1.122 -0.530
C -0.5601 3.5589 1.5430 -0.604 -0.161 -0.812 -0.079
C -1.1421 2.5588 0.7046 1.893 -0.036 3.392 -0.014
C -1.1620 1.1983 1.1332 0.112 2.956 -0.787 -0.260
C -0.5847 0.8656 2.3713 -0.514 -0.975 -0.267 -0.044
C -0.1625 1.8312 3.2808 -0.497 2.426 -0.543 -0.057
C -1.7738 0.3926 0.1313 -0.612 -3.935 -1.700 -0.170
C -2.1619 -0.4377 -0.7226 1.270 3.156 2.838 -0.279
H 3.6410 5.6366 4.1390 0.422 -0.233 0.008 0.055
H 2.5084 5.4708 5.5457 -0.106 -0.175 -0.570 0.063
H 2.3823 6.8251 4.3729 -0.036 -0.746 0.072 0.078
H -0.4072 4.6058 1.1161 -0.467 -1.508 0.965 0.132
H -1.5534 2.7778 -0.2245 -0.477 0.560 -1.484 0.086
H -0.5732 -0.2149 2.5639 0.148 0.543 0.466 0.114
H 0.1132 1.6353 4.3256 -0.008 -0.241 -0.662 0.107